# 1
Formula: C32H94N14O12
Source: the OMol25 dataset
Level of theory: the ωB97M-V functional and the def2-TZVPD basis

## Properties
HOMO energy: -8.93 eV
Kohn-Sham gap: 9.06 eV
total energy: -2944.770919 a.u.
relative energy (zero: lowest compared OMol25 entry of this formula, charge and spin): 222.2 kcal per mole
net charge: 0
SMILES: COC[C@H](C)N.COC[C@H](C)N.COC[C@H](C)N.COC[C@H](C)N.COC[C@H](C)N.COC[C@H](C)N.NC(N)=O.NC(N)=O.NC(N)=O.NC(N)=O.CCO.CCO

Geometry as XYZ:
```
152
Properties=species:S:1:pos:R:3:forces:R:3
C 6.943865 -5.293668 -4.786780 -0.3519 -0.5787 -0.5749
C 5.756302 -5.019539 -3.795479 1.4835 0.0931 -0.4979
C 5.060539 -6.309217 -3.437857 -3.3509 -1.7133 -1.0768
O 3.852454 -6.149220 -2.640452 -0.2782 0.4142 1.2342
C 2.952729 -7.302054 -2.550745 1.5501 0.9372 -0.0730
N 6.394606 -4.555490 -2.603217 0.6931 0.5251 1.4517
H 7.754625 -5.867633 -4.338089 -0.4487 -0.5485 0.5241
H 7.562160 -4.478701 -5.163140 -0.8435 0.8467 0.2697
H 6.616927 -5.835102 -5.674509 -0.1062 -0.1496 -0.0583
H 5.111754 -4.203925 -4.123258 -0.3152 -0.4831 -0.4786
H 5.698117 -7.063946 -2.977454 0.5625 0.2599 0.2703
H 4.561867 -6.841278 -4.248007 0.9995 0.0400 -1.1986
H 2.263557 -7.161551 -1.718040 0.0596 0.4429 -0.1660
H 3.525465 -8.195833 -2.303316 0.0743 -0.2107 -0.2419
H 2.403698 -7.424721 -3.484346 0.0088 -0.1048 -0.0720
H 5.829521 -3.938923 -2.036976 -0.2241 -0.0840 -0.0193
H 6.532369 -5.406365 -2.076782 0.4814 0.3145 0.7123
C -5.331672 3.156038 -6.749128 -0.7810 -0.0275 0.8268
C -4.193706 2.447946 -7.431587 -1.2361 -0.8797 -0.2017
C -2.957814 3.265411 -7.611724 1.3014 -2.9141 -0.5889
O -2.043043 2.303068 -8.378377 -0.3363 1.4489 -0.1680
C -2.369256 1.960750 -9.767130 -0.0443 1.4154 1.9316
N -3.979244 1.130427 -6.741661 -0.2997 0.5484 -0.3379
H -5.011904 3.375972 -5.730565 -0.2547 0.5570 0.0380
H -6.226063 2.541271 -6.648025 0.2937 -0.7411 0.1251
H -5.806661 3.977867 -7.284913 0.8680 0.6279 -0.0190
H -4.590846 2.230928 -8.423193 0.2261 0.0389 -0.3907
H -2.403046 3.340880 -6.676509 -0.0611 0.2712 0.0090
H -3.176149 4.254616 -8.014112 0.3651 -0.1498 -0.5724
H -3.359176 1.505277 -9.793664 0.1645 -0.3298 -0.3651
H -1.560043 1.320553 -10.118436 -0.2752 -0.0253 0.0584
H -2.388696 2.905317 -10.310738 -0.0150 -0.1413 -0.4655
H -4.525632 0.482191 -7.290611 -0.3957 -0.2901 0.2767
H -3.052325 0.745678 -6.855195 0.4809 0.5791 -0.1409
C -5.800675 -7.099367 11.620177 -0.1160 -0.6701 -1.9380
C -4.495312 -6.461454 11.136415 0.7001 0.8706 2.0698
C -4.465136 -5.568158 9.919984 -0.3060 -1.3168 -0.5932
O -3.124177 -5.193687 9.515617 -1.2132 -1.1582 1.3233
C -3.297843 -4.389883 8.421898 1.2338 1.7389 -1.5481
N -4.131182 -5.605704 12.271055 0.0187 0.4849 0.6488
H -6.679325 -6.455041 11.589871 0.1311 0.3433 0.0730
H -5.696624 -7.528215 12.616851 0.2236 0.1340 -0.1292
H -5.994975 -7.895282 10.901239 -0.4281 -0.3623 0.2149
H -3.757691 -7.263859 11.123824 0.1459 0.0149 -0.6805
H -5.032640 -4.650768 10.076311 -0.1557 0.0775 0.3327
H -5.006691 -6.120501 9.152040 0.2881 0.0869 -0.8486
H -2.412578 -3.835419 8.110488 0.8791 -0.4522 0.5653
H -3.914770 -3.523232 8.659432 -1.0058 -0.2927 -0.3313
H -3.507724 -4.946869 7.508769 -0.9610 -0.0147 0.0291
H -3.666907 -4.779663 11.921475 0.5710 0.0739 0.0663
H -5.042994 -5.255542 12.528120 -0.0066 0.4414 0.7430
C 3.217281 6.158842 5.155042 -0.2506 0.2003 0.0106
C 3.968648 5.379438 6.244050 1.4248 -0.4874 -0.6284
C 4.588628 6.237977 7.355302 -2.0473 -0.8091 0.5711
O 4.986246 5.321448 8.363271 0.1585 0.3757 0.6298
C 5.501170 5.936668 9.530663 1.5285 -0.5579 -0.0392
N 3.152960 4.284352 6.733265 -1.1926 -0.2598 0.5885
H 2.520831 6.914678 5.518036 -0.1030 -0.0584 0.5557
H 2.599381 5.445504 4.609652 0.2078 0.0007 -0.1169
H 3.833812 6.718129 4.451337 0.3962 -0.2687 0.0286
H 4.846679 4.910553 5.799856 -0.0334 -0.1525 -0.5091
H 3.717399 6.756437 7.755612 0.0440 0.8589 0.2549
H 5.347934 6.946530 7.024431 0.2183 -0.1512 -0.0046
H 6.463322 6.361530 9.244584 0.0245 0.7398 0.1799
H 5.802717 5.192937 10.268246 -0.3232 -0.5954 -0.2984
H 4.908287 6.629550 10.127742 -0.6098 0.3385 -0.7420
H 2.755795 4.457896 7.645521 -0.2385 0.5597 0.0451
H 3.569447 3.378681 6.895692 0.7925 0.2600 -0.5382
C -1.150775 -5.335250 -9.396952 -0.2944 0.0239 0.1821
C 0.156344 -5.370589 -8.601081 -1.9195 1.5781 -0.7327
C 1.374941 -4.813680 -9.407313 0.7063 -0.9575 1.2438
O 1.873715 -5.620446 -10.477821 0.1942 -0.3148 2.0723
C 1.430593 -5.363553 -11.744729 -1.4446 0.1853 -1.1219
N -0.159035 -4.502174 -7.445793 1.0063 0.3368 0.6795
H -1.570094 -4.384456 -9.726004 1.1943 0.5192 -0.6459
H -1.947191 -5.474046 -8.665833 -0.1917 -1.3937 -0.0980
H -1.051710 -6.056849 -10.207864 -0.7951 -0.0607 0.0670
H 0.170551 -6.397158 -8.234938 1.2086 -0.2743 -0.5001
H 2.162118 -4.798029 -8.653520 0.4907 -0.2327 -0.0750
H 1.334552 -3.757406 -9.673314 -0.8935 0.0393 -0.3388
H 1.631792 -4.340033 -12.061022 0.5183 0.0497 -0.3022
H 0.351266 -5.463885 -11.859201 -0.4446 0.0154 0.2630
H 1.795282 -6.140474 -12.416664 0.6093 0.3535 -0.0097
H -0.784456 -4.979565 -6.812521 -0.8778 -0.2646 -0.4486
H 0.608442 -4.461062 -6.790510 0.9341 0.3993 -0.2280
C -3.382602 7.505075 -1.004014 -0.5410 1.4263 -1.4541
C -4.440793 8.294441 -0.217725 0.7617 -1.4309 0.0804
C -5.367362 7.319591 0.499907 -0.5653 -1.0447 -0.6172
O -6.502807 7.061810 -0.325981 -0.9830 1.3217 0.0540
C -7.617702 6.519335 0.362400 0.5374 0.1291 0.0790
N -3.748365 9.168288 0.680562 0.3225 0.2334 1.4733
H -3.869364 6.969173 -1.818844 0.1676 -0.2106 0.0185
H -2.703739 6.844176 -0.465082 -0.5278 -0.0196 0.5550
H -2.747254 8.274927 -1.441924 0.2104 -0.1372 -0.3372
H -5.047669 9.041851 -0.728779 -0.2389 -0.8646 -1.1147
H -5.499091 7.700926 1.512506 -1.1174 0.1910 0.1405
H -5.027329 6.291799 0.626826 1.2272 0.0487 0.3157
H -8.403073 6.235764 -0.338235 0.4378 -0.3359 -0.2240
H -8.114190 7.226713 1.026643 0.2973 0.3229 0.2782
H -7.224985 5.689963 0.950622 -0.5468 -0.4316 0.1371
H -3.035636 8.653588 1.177758 0.4340 -0.1190 0.0886
H -4.449814 9.314972 1.392293 0.1250 0.9168 0.5273
C 0.848991 0.520013 -0.034872 -0.2759 0.4020 0.1785
C -0.198001 1.040308 0.949925 1.2975 -0.6365 0.2551
O 0.222939 0.602115 2.286138 -1.3525 -0.2075 -0.8785
H 0.640073 0.919960 -1.027091 0.4652 0.4384 -0.0335
H 0.870365 -0.557405 -0.198590 -0.2130 -0.0941 0.5816
H 1.782647 0.832261 0.432970 0.3885 -0.0122 -0.8108
H -1.163715 0.663454 0.613060 -0.2614 -0.2155 0.9780
H -0.243407 2.128427 0.904708 0.0361 0.0460 0.0460
H 0.787989 1.248302 2.715985 -0.0703 0.2578 -0.3064
C 5.897175 3.042244 -5.330159 -0.2553 0.2927 -0.5802
C 5.841946 4.302519 -4.483669 1.1137 -1.0573 0.3322
O 6.971660 4.203810 -3.644083 0.8697 0.3445 1.2850
H 5.841144 2.149079 -4.707888 -0.4446 0.1137 0.0326
H 6.883181 2.967470 -5.788735 0.0441 0.2155 -0.2555
H 5.154176 3.060926 -6.127476 -0.1160 -0.3386 0.0226
H 5.023673 4.271549 -3.764239 -0.3619 0.4365 -0.5068
H 5.969728 5.233646 -5.035751 -0.8636 -0.0003 -0.2690
H 7.769828 4.334495 -4.161244 0.0130 -0.0131 -0.0551
C -6.186815 -2.856467 -0.634954 0.1875 -0.8929 1.9367
O -6.412019 -3.581569 0.325883 -0.3141 -0.0216 -0.7607
N -5.533872 -3.140338 -1.742244 1.8798 -2.4648 -2.3693
N -6.486847 -1.579162 -0.737632 -1.9364 4.5740 1.2211
H -5.280024 -2.373111 -2.348060 -0.0243 -0.8809 -0.2065
H -5.261849 -4.095990 -1.923414 0.2255 0.4183 -0.0721
H -7.066310 -1.102835 -0.061306 0.2735 -0.4107 0.1486
H -5.964881 -0.946957 -1.327508 -0.2869 -0.3121 0.0912
C 4.458503 -3.202173 3.976295 -0.5540 4.7809 4.3634
O 4.454790 -2.301857 4.849274 -0.2625 -0.6083 -1.0564
N 3.474843 -3.459302 3.193514 -3.8634 -1.1118 -2.8977
N 5.500417 -3.923948 3.797694 3.9803 -2.7437 -0.6089
H 2.604944 -2.947018 3.224489 0.3315 -0.1435 0.1701
H 3.561575 -4.246227 2.566357 -0.4143 0.4031 -0.0663
H 5.379338 -4.821615 3.350892 0.7985 0.1241 0.2501
H 6.271663 -3.666990 4.397085 -0.0219 -0.6767 -0.1683
C 9.879401 2.007382 2.445797 -0.8460 -0.7190 -0.9006
O 10.164571 3.146648 2.554617 1.6983 3.4821 0.7386
N 10.488263 0.972587 2.969189 3.2319 -2.7260 2.9498
N 8.888314 1.616383 1.673851 -2.6181 -0.7988 -1.8264
H 11.314505 1.122079 3.530506 -0.3040 0.2870 0.0095
H 10.257327 -0.008440 2.903191 -0.3356 0.5286 -0.4544
H 8.509524 0.694644 1.838211 -0.2904 0.4410 -0.8135
H 8.598156 2.280345 0.970237 -0.5461 -0.4816 0.2965
C -8.466939 1.462828 5.869908 -1.6861 -3.4897 -3.8457
O -9.345205 0.888454 5.262634 -0.5717 -1.5945 -1.6614
N -7.184233 1.365886 5.756383 3.7452 -1.0421 -0.5661
N -8.787490 2.344327 6.685093 -2.6015 5.7828 5.6085
H -6.782226 0.774938 5.042752 0.3680 0.2939 0.5530
H -6.755860 2.016391 6.399376 1.4334 -0.7497 -1.0168
H -8.081626 2.763799 7.273227 -0.9732 0.5142 0.1031
H -9.753460 2.624865 6.593964 0.2921 0.2867 0.8228
```
Forces are in eV/Å.



# 2
Formula: C18H16ClN5Sr
Source: the OMol25 dataset
Level of theory: the ωB97M-V functional and the def2-TZVPD basis

## Properties
HOMO energy: -14.93 eV
Kohn-Sham gap: 8.70 eV
total energy: -1459.796440 a.u.
relative energy (zero: lowest compared OMol25 entry of this formula, charge and spin): 2.5 kcal per mole
net charge: +2

Geometry as XYZ:
```
41
Properties=species:S:1:pos:R:3:forces:R:3
Sr -0.698825 0.199802 -0.521919 -0.6840 -0.1960 -0.4469
C -1.156975 1.851508 3.915444 0.0120 -0.0538 -0.1075
C -0.112647 2.749829 4.076929 -0.1287 -0.2113 -0.2614
C 0.733332 2.983377 3.006026 -0.0504 -0.1532 -0.2485
C 0.535123 2.307005 1.797159 -0.0085 0.2577 0.7208
N -0.470603 1.425918 1.663038 0.1214 0.1525 -0.1192
C -1.292637 1.218998 2.689246 -0.1744 0.0336 0.4560
C 1.413205 2.533839 0.624288 0.6274 0.4368 -0.1523
C 2.487447 3.427971 0.670402 -0.2363 -0.2094 -0.0068
C 3.278698 3.615643 -0.450724 -0.2426 -0.2441 -0.1240
C 2.975035 2.909918 -1.604598 -0.0824 -0.0622 0.0205
C 1.893584 2.042838 -1.576631 0.3724 0.1947 -0.2322
N 1.137266 1.851930 -0.499995 0.0577 0.2795 0.1982
H -1.847244 1.649972 4.718058 -0.0966 -0.0555 0.0431
H 0.037708 3.260485 5.016097 0.0034 0.0483 0.0451
H 1.534254 3.692102 3.130049 0.0761 0.0258 -0.0668
H -2.105286 0.513622 2.521353 0.0515 0.0712 0.0957
H 2.721048 3.984275 1.562075 -0.0403 -0.0057 0.0954
H 4.112768 4.300223 -0.424161 0.0451 0.0505 0.0047
H 3.559384 3.030325 -2.501838 0.0270 -0.0223 -0.1120
H 1.620806 1.476472 -2.465289 0.0970 0.0688 0.0238
N 0.874019 -2.116662 1.519637 0.0765 -0.1255 0.3434
C 1.745757 -3.135920 1.568670 0.0967 -0.0627 -0.3356
C 2.163239 -3.371233 0.275655 -0.0382 0.0437 0.0684
C 1.481416 -2.431598 -0.499350 0.0915 -0.1933 0.2524
N 0.698520 -1.671029 0.264532 -0.1261 0.1059 0.0173
H 0.384967 -1.699268 2.302111 0.1588 -0.0795 -0.2703
H 2.012876 -3.623319 2.486214 -0.0150 -0.0230 0.1777
H 2.858688 -4.115659 -0.056971 0.0938 -0.0985 -0.0258
H 1.528347 -2.287252 -1.568484 -0.0282 0.0186 0.0228
Cl -2.240016 -2.703219 -5.667459 0.0339 0.0426 0.0371
C -2.681820 -2.482499 -4.026958 -0.0356 0.0760 0.3310
C -3.758091 -3.172264 -3.472728 0.3424 0.2682 -0.0520
C -4.059018 -2.943574 -2.142493 0.0969 0.1139 0.1032
C -3.287863 -2.051823 -1.413148 -0.2283 -0.1857 0.0036
N -2.253674 -1.389631 -1.936549 -0.0127 0.1193 0.0646
C -1.962901 -1.602108 -3.218587 -0.1075 -0.2823 -0.5241
H -4.335136 -3.860560 -4.070207 -0.0393 -0.0526 -0.0726
H -4.886450 -3.453077 -1.677628 -0.0856 -0.0402 0.0974
H -3.510733 -1.859741 -0.370758 -0.0541 -0.0428 0.0358
H -1.127569 -1.055615 -3.640507 0.0329 -0.0083 -0.1001
```
Forces are in eV/Å.